No. 1
# C35H34CsF5N8O4S2

A structure of composition C35H34CsF5N8O4S2 in a non-equilibrium geometry (wB97M-V/def2-TZVPD, the OMol25 dataset).

Each line ends with the Mulliken charge.
Atoms and positions in Å:
Cs -0.166 0.388 0.008  0.860
O 2.135 2.271 -0.716  -0.366
S 1.370 3.502 -0.718  0.690
O 1.641 4.380 -1.841  -0.760
N -0.150 3.091 -0.556  -0.019
C -1.153 3.978 -0.539  0.217
C -1.000 5.364 -0.471  -0.346
C -2.094 6.219 -0.434  -1.018
C -3.380 5.733 -0.437  -0.894
C -3.598 4.345 -0.493  1.321
C -4.888 3.772 -0.472  -0.704
C -5.029 2.415 -0.580  -0.807
C -3.871 1.630 -0.703  -0.071
N -2.662 2.124 -0.678  -0.289
C -2.494 3.450 -0.571  -0.104
C 1.933 4.381 0.766  0.014
C 2.771 5.469 0.608  -0.186
C 3.279 6.117 1.722  -0.545
C 2.938 5.677 2.991  -0.341
C 2.105 4.579 3.142  -0.656
C 1.598 3.929 2.028  -0.640
H 0.004 5.765 -0.470  0.344
H -1.921 7.290 -0.394  0.360
H -4.235 6.396 -0.405  0.317
H -5.751 4.419 -0.364  0.373
H -6.000 1.939 -0.567  0.399
H -3.940 0.555 -0.818  0.352
H 3.004 5.795 -0.395  0.457
H 3.947 6.959 1.597  0.363
H 3.332 6.191 3.858  0.366
H 1.857 4.218 4.130  0.415
H 0.950 3.075 2.141  0.636
C 3.804 -0.454 -1.600  -0.565
N 5.270 -0.352 -1.629  -0.005
C 5.811 -1.683 -1.379  -0.719
N 5.362 -2.247 -0.113  0.077
C 3.896 -2.290 -0.115  -0.776
N 3.319 -0.972 -0.328  0.282
C 3.778 -0.073 0.730  -0.402
N 5.243 0.013 0.763  0.124
C 5.678 0.519 -0.531  -0.648
C 5.770 -1.331 0.947  -0.707
H 3.498 -1.133 -2.404  0.366
H 3.379 0.537 -1.764  0.156
H 6.908 -1.621 -1.361  0.340
H 5.504 -2.345 -2.195  0.330
H 3.562 -2.678 0.852  0.317
H 3.560 -2.971 -0.902  0.312
H 3.426 -0.431 1.702  0.235
H 3.377 0.923 0.540  -0.032
H 6.773 0.603 -0.534  0.318
H 5.234 1.505 -0.684  0.332
H 5.404 -1.719 1.901  0.328
H 6.866 -1.291 0.970  0.350
C -3.426 -6.075 0.261  -1.705
C -2.475 -5.644 -0.807  0.707
C -2.822 -5.366 -2.101  -0.502
C -1.804 -4.993 -3.008  1.179
N -0.526 -4.971 -2.664  -0.527
C -0.169 -5.255 -1.420  -0.224
S 1.409 -5.329 -0.916  -0.445
N -1.150 -5.571 -0.480  -0.045
C -2.150 -4.615 -4.411  -1.222
H -4.450 -6.031 -0.100  0.242
H -3.333 -5.429 1.134  0.360
H -3.212 -7.100 0.575  0.542
H -3.850 -5.424 -2.419  0.367
H -0.846 -5.753 0.466  0.269
H -2.970 -5.223 -4.787  0.347
H -1.283 -4.723 -5.055  0.402
H -2.470 -3.574 -4.437  0.209
F -3.271 -2.296 1.854  -0.433
C -3.801 -2.477 0.606  0.550
C -3.125 -1.947 -0.489  -0.484
C -3.791 -2.212 -1.683  0.718
F -3.260 -1.727 -2.846  -0.537
C -4.975 -2.929 -1.812  -0.166
F -5.556 -3.166 -3.024  -0.432
C -5.585 -3.425 -0.671  0.711
F -6.745 -4.138 -0.757  -0.426
C -4.991 -3.193 0.559  0.098
F -5.584 -3.691 1.684  -0.407
C -0.526 1.220 5.144  -0.821
O 0.014 1.219 3.828  -0.009
C 1.124 0.430 3.579  -0.352
O 1.633 -0.170 4.527  -0.502
H -0.993 2.189 5.318  0.214
H 0.277 1.042 5.866  0.340
H -1.271 0.424 5.241  0.233

Total charge   -2
E_tot   -3408.97848 Ha
HOMO-LUMO gap   4.7686 eV
Energy above the lowest of the compared OMol25 structures with the same formula, charge and spin   85.0 kcal per mole

No. 2
# C12H16BrCdCl3N2O8SSi

A structure of composition C12H16BrCdCl3N2O8SSi (wB97M-V/def2-TZVPD, the OMol25 dataset).

Each line ends with the Mulliken charge.
Atoms and positions in Å:
Cd -0.231 -1.266 0.345  1.624
O 0.545 2.105 -0.707  -0.180
C 1.946 2.017 -0.787  -1.171
C 2.487 0.603 -0.640  -0.712
N 1.975 -0.147 0.511  1.125
C 2.759 -1.378 0.651  -0.734
C 2.478 -2.400 -0.467  0.402
O 3.423 -3.054 -0.903  -0.776
O 1.252 -2.504 -0.814  -0.649
C 1.972 0.608 1.759  -0.471
C 1.154 -0.076 2.870  0.250
O 1.501 0.134 4.032  -0.770
O 0.151 -0.765 2.488  -0.657
H 0.200 1.630 -1.486  0.133
H 2.348 2.665 -0.005  0.420
H 2.315 2.401 -1.747  0.416
H 3.587 0.678 -0.578  0.232
H 2.247 0.029 -1.538  0.423
H 2.488 -1.853 1.598  0.377
H 3.834 -1.160 0.673  0.284
H 1.485 1.569 1.588  0.292
H 2.987 0.791 2.133  0.216
Cl -3.006 -3.717 -1.202  -0.359
Si -2.337 -2.802 0.592  0.303
Cl -4.159 -1.945 1.294  -0.366
Cl -2.194 -4.489 1.873  -0.373
C -0.414 -1.776 -3.482  -0.870
S -0.971 -0.183 -2.953  1.200
O -2.130 0.162 -3.758  -0.750
O 0.160 0.735 -3.118  -0.845
O -1.316 -0.338 -1.521  -0.678
H -0.111 -1.694 -4.524  0.371
H -1.246 -2.468 -3.371  0.241
H 0.416 -2.083 -2.846  0.135
Br -1.475 5.366 0.909  -0.283
C -2.337 3.706 0.471  0.361
C -2.411 3.347 -0.865  -0.315
C -3.052 2.158 -1.158  -0.284
C -3.570 1.397 -0.115  -0.320
C -3.404 1.853 1.178  -0.321
N -2.800 3.014 1.476  -0.620
H -1.951 3.954 -1.630  0.393
H -3.114 1.801 -2.178  0.559
H -4.062 0.455 -0.305  0.371
H -3.754 1.270 2.021  0.373

Total charge   -2
E_tot   -5988.69748 Ha
HOMO-LUMO gap   7.4944 eV
Energy above the lowest of the compared OMol25 structures with the same formula, charge and spin   0.0 kcal per mole

No. 3
# C3H9NOS2

A cluster of 2 separate species, C3H9NOS2 in total (wB97M-V/def2-TZVPD, the OMol25 dataset).

Each line ends with the Mulliken charge.
Atoms and positions in Å:
C -1.186 2.083 0.526  -0.726
S 0.497 1.486 0.739  -0.109
S 0.329 0.251 2.372  -0.080
C 0.041 -1.398 1.656  -0.710
H -1.815 1.387 -0.034  0.228
H -1.619 2.221 1.512  0.302
H -1.149 3.002 -0.052  0.310
H 0.909 -1.726 1.088  0.260
H 0.000 -2.036 2.539  0.319
H -0.854 -1.412 1.047  0.213
N 0.005 -0.830 -1.910  -0.165
C 0.339 -1.389 -3.098  0.067
O -0.413 -1.929 -3.865  -0.547
H -0.946 -0.898 -1.583  0.165
H 0.741 -0.588 -1.276  0.173
H 1.413 -1.288 -3.320  0.299

SMILES   CSSC.NC=O
E_tot   -1046.08178 Ha
HOMO-LUMO gap   9.9186 eV
Energy above the lowest of the compared OMol25 structures with the same formula, charge and spin   2.4 kcal per mole

No. 4
# C36H73NO13

A structure of composition C36H73NO13 in a non-equilibrium geometry (wB97M-V/def2-TZVPD, the OMol25 dataset).

Each line ends with the Mulliken charge.
Atoms and positions in Å:
C 0.037 3.041 0.192  -0.211
C -0.823 1.851 -0.159  0.863
O -1.823 2.147 -0.767  -0.564
N -0.531 0.531 0.508  2.220
H 0.324 0.528 0.751  -0.672
H -1.383 0.459 1.175  -0.061
C -0.802 -0.503 -0.490  0.077
H 1.107 2.906 0.324  0.216
H -0.316 3.497 1.078  0.016
H 0.034 3.872 -0.697  -0.333
H -1.803 -0.827 -0.777  0.233
H -0.185 -1.411 -0.167  -0.147
H -0.353 -0.125 -1.410  -0.122
O 2.009 0.338 1.185  -1.616
H 2.193 0.152 2.167  -0.029
C -0.085 -2.434 2.861  -0.624
C 1.472 -2.673 2.628  0.344
C 1.727 -4.262 2.911  -1.712
O 1.781 -2.397 1.345  -0.284
H -0.741 -3.026 2.464  0.558
H -0.303 -1.512 2.628  -0.590
H -0.177 -2.565 3.966  0.459
H 2.101 -2.135 3.141  0.570
H 2.698 -4.769 2.707  0.320
H 1.183 -4.711 2.076  0.239
H 1.520 -4.291 3.845  0.644
H 1.978 -1.446 1.142  0.110
C -4.000 0.053 -4.336  -1.554
C -3.032 1.160 -4.579  0.803
C -1.651 0.639 -4.668  -1.082
O -3.305 1.795 -5.689  -0.570
H -3.695 -0.378 -3.414  0.252
H -3.709 -0.444 -5.034  0.661
H -5.023 0.403 -4.502  0.393
H -2.743 1.829 -3.717  -0.005
H -1.408 0.063 -3.732  0.035
H -0.903 1.408 -4.832  0.382
H -1.612 -0.130 -5.567  0.346
H -4.314 1.963 -5.733  0.373
C -2.082 3.091 3.656  -1.001
C -1.091 2.267 4.453  1.356
C -1.597 1.606 5.698  -1.661
O -0.477 1.287 3.715  0.211
H -2.901 3.725 4.119  0.370
H -2.557 2.457 2.918  0.043
H -1.421 3.776 3.039  0.190
H -0.333 2.967 4.906  -0.025
H -2.461 0.954 5.662  0.306
H -1.875 2.369 6.393  0.429
H -0.765 1.013 6.090  0.336
H 0.279 1.760 3.375  -0.176
C 3.020 1.121 -3.554  -1.223
C 3.156 0.870 -2.121  0.513
C 3.964 2.087 -1.470  -1.199
O 1.826 0.884 -1.516  0.270
H 2.624 2.120 -3.746  0.119
H 2.508 0.408 -3.870  0.352
H 4.025 0.929 -4.192  0.258
H 3.429 -0.152 -1.817  0.406
H 4.940 1.901 -1.872  0.540
H 4.168 1.960 -0.397  0.262
H 3.800 3.277 -1.688  0.077
H 2.048 0.826 -0.644  -0.289
C -4.685 -0.926 0.599  -1.139
C -4.167 -0.761 1.923  0.391
C -4.511 -1.985 2.761  -1.190
O -2.791 -0.592 2.022  -0.247
H -4.161 -1.769 0.146  0.100
H -4.404 0.016 -0.040  0.118
H -5.757 -0.909 0.752  0.572
H -4.636 0.089 2.394  0.288
H -4.263 -2.921 2.143  0.170
H -5.637 -2.023 2.710  0.419
H -4.076 -2.199 3.842  0.303
H -2.394 -0.719 2.860  -0.043
C 0.440 6.288 -4.291  -1.570
C 0.580 5.593 -2.879  1.003
C 1.430 6.255 -1.821  -1.127
O -0.638 5.376 -2.251  -0.567
H 0.004 5.623 -5.043  0.383
H 1.217 6.541 -4.872  0.530
H -0.221 7.218 -4.269  0.284
H 0.960 4.648 -3.108  -0.059
H 2.501 6.318 -1.975  0.360
H 1.308 5.699 -0.877  0.230
H 1.266 7.380 -1.651  0.288
H -1.312 5.065 -2.901  0.318
C 3.048 3.931 4.632  -1.516
C 2.920 2.484 3.963  0.350
C 2.513 1.374 4.873  -0.998
O 1.857 2.494 3.000  -0.348
H 2.217 4.383 5.061  0.334
H 3.478 4.783 3.811  0.224
H 3.728 3.952 5.431  0.496
H 3.712 2.110 3.480  0.617
H 1.801 1.612 5.624  0.176
H 3.639 1.182 5.192  0.399
H 2.198 0.420 4.408  0.170
H 2.136 1.952 2.207  -0.197
C 2.062 -3.708 -1.717  0.334
C 1.643 -2.588 -2.594  -0.201
C 2.086 -2.748 -4.058  0.638
O 1.838 -1.923 -4.979  -0.608
C 2.977 -3.900 -4.466  -0.498
C 3.344 -4.804 -3.446  -0.667
C 2.967 -4.688 -2.119  0.421
O 3.387 -5.407 -1.182  -0.614
H 1.922 -3.514 -0.501  -0.163
H 1.074 -1.827 -2.233  0.684
H 3.102 -3.991 -5.798  0.231
H 3.986 -5.495 -3.776  0.573
C -1.868 -5.710 0.735  -0.104
C -1.902 -7.228 0.525  -0.518
C -1.336 -7.801 -0.770  0.274
O -1.536 -8.985 -1.038  -0.534
C -0.785 -6.860 -1.786  -0.403
C -1.033 -5.360 -1.680  -0.360
C -1.532 -4.885 -0.547  0.496
O -1.936 -3.686 -0.490  -0.509
H -2.155 -5.199 1.776  0.229
H -2.280 -7.875 1.350  0.373
H -0.311 -7.307 -2.709  0.373
H -0.658 -4.626 -2.355  0.629

E_tot   -2447.65320 Ha
HOMO-LUMO gap   6.7533 eV
Energy above the lowest of the compared OMol25 structures with the same formula, charge and spin   26.0 kcal per mole

No. 5
# C31H48N2O6P2Pm

A structure of composition C31H48N2O6P2Pm in a non-equilibrium geometry (wB97M-V/def2-TZVPD, the OMol25 dataset).

Each line ends with the Mulliken charge.
Atoms and positions in Å:
Pm -0.020 -0.049 0.111  0.019
C -2.120 1.621 0.289  0.221
C -2.429 0.701 -0.756  0.958
C -2.435 -0.462 1.237  0.845
C -2.152 0.905 1.519  0.562
C -2.604 -0.602 -0.173  -0.096
C -1.934 3.095 0.141  -1.428
H -1.516 3.366 -0.836  0.253
H -1.255 3.502 0.901  0.263
H -2.893 3.629 0.242  0.346
C -2.007 1.508 2.869  -1.208
H -2.126 2.597 2.836  0.486
H -1.008 1.315 3.294  0.061
H -2.734 1.074 3.575  0.256
C -2.695 -1.527 2.247  -1.280
H -3.778 -1.733 2.331  0.380
H -2.339 -1.238 3.241  0.204
H -2.194 -2.471 1.988  0.197
C -2.993 -1.860 -0.861  -1.248
H -4.087 -1.955 -0.945  0.316
H -2.638 -2.747 -0.315  0.267
H -2.580 -1.924 -1.878  0.163
C -2.621 1.086 -2.172  -0.748
H -3.569 1.621 -2.341  0.344
H -2.597 0.215 -2.832  0.005
H -1.826 1.759 -2.517  -0.102
C 1.530 0.427 -2.914  -0.271
C 0.509 1.282 -3.103  0.119
C -0.123 1.513 -4.447  -1.434
C -1.025 0.405 -5.063  -1.402
C -1.101 -0.906 -4.333  -0.204
C -0.047 -1.709 -4.166  -0.488
C 1.301 -1.419 -4.758  -1.339
C 2.148 -0.334 -4.051  -1.291
H 0.657 1.729 -5.198  0.482
H -0.671 0.257 -6.096  0.573
H -0.742 2.422 -4.380  0.424
H 2.458 0.368 -4.843  0.452
H 2.066 0.387 -1.955  0.385
H 0.212 1.976 -2.301  0.916
H 3.062 -0.820 -3.680  0.390
H 1.879 -2.353 -4.750  0.453
H -0.137 -2.657 -3.631  0.512
H 1.205 -1.124 -5.813  0.446
H -2.046 0.804 -5.140  0.268
H -2.107 -1.228 -4.033  1.029
P 1.928 2.186 0.591  0.975
C 1.762 3.037 2.214  -1.160
H 2.632 3.693 2.369  0.488
H 1.712 2.305 3.032  0.219
H 0.837 3.633 2.227  0.303
C 3.663 1.606 0.735  -1.169
H 4.270 2.410 1.169  0.441
H 4.043 1.354 -0.261  0.377
H 3.718 0.713 1.372  0.180
C 2.218 3.617 -0.516  -1.393
H 2.579 3.261 -1.488  0.372
H 2.961 4.292 -0.073  0.455
H 1.282 4.164 -0.680  0.351
P 1.028 -2.826 -0.213  1.037
C -0.017 -4.087 -1.054  -1.191
H 0.599 -4.936 -1.379  0.457
H -0.499 -3.636 -1.929  0.158
H -0.801 -4.439 -0.365  0.392
C 2.571 -3.003 -1.201  -1.241
H 2.353 -2.864 -2.272  0.176
H 3.001 -4.000 -1.030  0.517
H 3.300 -2.239 -0.890  0.310
C 1.537 -3.729 1.308  -1.296
H 1.928 -4.726 1.059  0.501
H 0.671 -3.828 1.977  0.290
H 2.304 -3.141 1.835  0.318
O 2.727 -0.954 2.649  -0.791
C 1.579 -0.678 3.018  -0.445
O 0.582 -0.394 2.196  1.097
C 1.262 -0.646 4.486  0.800
C -0.051 -0.548 4.975  0.801
C -0.293 -0.540 6.366  -0.499
C 0.761 -0.663 7.284  -0.483
C 2.070 -0.746 6.789  -0.397
C 2.329 -0.736 5.402  -0.485
N 3.160 -0.858 7.720  0.988
O 2.896 -0.865 8.943  -0.579
O 4.323 -0.948 7.279  -0.576
N -1.655 -0.372 6.822  0.975
O -2.553 -0.196 5.959  -0.551
O -1.886 -0.408 8.046  -0.587
H -0.881 -0.475 4.277  -0.467
H 0.566 -0.690 8.352  0.623
H 3.345 -0.805 5.029  0.653

Total charge   +1
E_tot   -3061.73845 Ha
2S+1   5
HOMO-LUMO gap (alpha / beta)   7.4703 / 7.4756 eV

No. 6
# C3H11N

A cluster of 2 separate species, C3H11N in total in a non-equilibrium geometry (wB97M-V/def2-TZVPD, the OMol25 dataset).

Each line ends with the Mulliken charge.
Atoms and positions in Å:
C -1.368 0.081 -2.084  -0.887
C -0.984 -0.316 -0.651  -0.359
N -0.303 0.818 0.004  -0.649
H -2.290 0.614 -2.269  0.305
H -1.548 -0.913 -2.562  0.275
H -0.473 0.547 -2.517  0.242
H -0.489 -1.315 -0.401  0.328
H -2.007 -0.262 -0.240  0.219
H -0.256 0.632 0.993  0.251
H 0.582 0.823 -0.506  0.279
C 1.799 -0.104 2.115  -1.021
H 1.448 0.911 2.048  0.256
H 2.314 -0.310 1.117  0.241
H 2.588 -0.398 2.833  0.279
H 0.987 -0.807 2.121  0.243

SMILES   CCN.C
E_tot   -175.60259 Ha
HOMO-LUMO gap   10.2876 eV
Energy above the lowest of the compared OMol25 structures with the same formula, charge and spin   25.5 kcal per mole

- Look up the E_tot of the fourth one.
  -2447.65320 Ha